No. 1
Below is a structure of composition C28H37N7OsTe, with properties calculated with ωB97M-V/def2-TZVPD.

ORCA input file:
```
! wB97M-V def2-TZVPD RIJCOSX def2/J DEFGRID3
* xyz 2 1
Os 0.11968 -0.53394 0.22540
C -2.56683 0.11858 1.43799
N -1.51008 0.95991 0.78975
C -2.18852 1.87144 -0.15312
C -0.84750 1.71944 1.86228
C -1.19057 3.00326 2.23175
C -0.45212 3.65447 3.21565
C 0.62544 3.02673 3.81120
C 0.94469 1.71702 3.47982
C 0.17446 1.04400 2.53839
N 0.44093 -0.25903 2.05246
C 1.14574 -1.22041 2.79823
C 1.29267 -1.21255 4.18674
C 2.05256 -2.19117 4.79897
C 2.65510 -3.18728 4.04520
C 2.46021 -3.23982 2.67282
C 1.69880 -2.26435 2.05366
N 1.26749 -2.36699 0.63977
C 2.39387 -2.81655 -0.21769
C 0.21563 -3.43674 0.66312
H -3.33548 0.76545 1.86396
H -3.03161 -0.54158 0.70735
H -2.13092 -0.47301 2.24023
H -2.96627 2.44231 0.35445
H -1.46670 2.55147 -0.59462
H -2.68563 1.28384 -0.91973
H -2.00194 3.53199 1.75474
H -0.71357 4.66575 3.49481
H 1.22854 3.55584 4.53613
H 1.80518 1.24397 3.92644
H 0.80016 -0.46287 4.78667
H 2.17117 -2.18047 5.87364
H 3.25068 -3.94897 4.52887
H 2.88910 -4.06174 2.11814
H 2.78055 -3.77299 0.12679
H 2.04868 -2.93759 -1.23719
H 3.19756 -2.08363 -0.17906
H 0.65463 -4.38663 0.97032
H -0.55052 -3.16570 1.39095
H -0.23142 -3.55623 -0.31942
Te 2.14936 0.65321 -0.55660
C 1.71276 2.70415 -0.61268
C 0.79395 3.26860 -1.49476
C 0.59900 4.64010 -1.50117
C 1.32670 5.45065 -0.63837
C 2.25708 4.89254 0.22707
C 2.45421 3.51967 0.24260
H 0.25827 2.65042 -2.20264
H -0.10514 5.08145 -2.19432
H 1.18003 6.52226 -0.65437
H 2.83480 5.52558 0.88694
H 3.18078 3.09134 0.92221
C -2.13068 -1.63457 -1.74908
N -0.72053 -1.08568 -1.82623
C -0.78654 0.12446 -2.74921
N -1.36861 -0.17339 -4.02647
C -2.71877 -0.70774 -3.84149
N -2.68608 -1.93352 -3.03843
C -1.84304 -2.92115 -3.71673
N -0.48606 -2.40109 -3.89965
C 0.08414 -2.10173 -2.61624
C -0.54990 -1.18010 -4.70357
H -2.75189 -0.88195 -1.26363
H -2.10850 -2.53837 -1.13438
H 0.23656 0.47595 -2.88195
H -1.36984 0.89191 -2.25162
H -3.15571 -0.92798 -4.81411
H -3.34316 0.03636 -3.34280
H -2.27461 -3.15315 -4.68888
H -1.80805 -3.83758 -3.12477
H 1.08546 -1.68448 -2.73913
H 0.13486 -3.02414 -2.04284
H -0.98277 -1.40770 -5.67628
H 0.45807 -0.78952 -4.85230
*
```

E_HOMO (spin up / spin down) = -13.71 / -13.71 eV
Gap between HOMO and LUMO (spin up / spin down) = 0.2144 / 0.2144 Ha
LUMO (spin up / spin down) = -7.9 / -7.9 eV
E_tot = -49812.406 eV
ΔE to the lowest compared entry with this formula, charge and spin = 0.0 kJ/mol

=====

No. 2
Below is a structure of composition C10H12BKO14, with properties calculated with ωB97M-V/def2-TZVPD.

ORCA input file:
```
! wB97M-V def2-TZVPD RIJCOSX def2/J DEFGRID3
* xyz 0 1
K 3.54247 7.18783 -21.10827
O -2.63254 10.09480 -21.70521
C -2.23739 9.39768 -20.82588
O -1.06487 9.51278 -20.19926
B -0.91495 8.43975 -19.23154
O -2.14947 7.65306 -19.29801
C -2.96184 8.16785 -20.21493
O -4.03128 7.76244 -20.53589
O -0.61110 8.91347 -17.86857
C 0.48164 8.33465 -17.40504
O 0.96582 8.42573 -16.32312
C 1.07806 7.50666 -18.56900
O 0.25022 7.56539 -19.57764
O 2.13774 6.92187 -18.60651
C -0.92967 8.30283 -23.14819
O -0.47232 7.29631 -24.07534
C 0.74933 6.84365 -23.90468
O 1.55826 7.29254 -23.11971
O 0.95612 5.82114 -24.72052
C 2.27870 5.27995 -24.70777
H -1.37419 7.80639 -22.28496
H -1.72249 8.83131 -23.66606
H -0.11842 8.95045 -22.84067
H 2.29244 4.53245 -25.49422
H 2.45465 4.76249 -23.76307
H 3.00586 6.06520 -24.88912
C 1.89165 3.67478 -18.98845
O 3.27904 3.38667 -18.81905
C 4.08711 3.82338 -19.74943
O 3.77209 4.52045 -20.69875
O 5.29856 3.35065 -19.50048
C 6.39627 3.91293 -20.20387
H 1.45106 3.02035 -19.74462
H 1.70062 4.70126 -19.28946
H 1.42592 3.47746 -18.02895
H 6.78792 3.19943 -20.92695
H 7.18462 4.14200 -19.48710
H 6.14208 4.83486 -20.72320
*
```

E_HOMO = -9.65 eV
Gap between HOMO and LUMO = 0.3185 Ha
LUMO = -1.0 eV
E_tot = -56238.083 eV
ΔE to the lowest compared entry with this formula, charge and spin = 12.0 kJ/mol